Entry 1:
{"formula": "CH2IO3S", "method": "ωB97M-V with the def2-TZVPD basis set", "symbols": ["C", "O", "O", "O", "S", "I", "H", "H"], "coordinates": [[-0.229175, -0.308969, -1.315075], [1.801721, 0.287324, 1.231521], [-0.386631, 1.121580, 2.046567], [0.002125, -1.302037, 1.755448], [0.378738, 0.042147, 1.417447], [-1.188907, 1.563725, -1.810346], [0.458489, -0.235172, -2.002126], [-0.836358, -1.168598, -1.323436]], "forces_ev_per_angstrom": [[-2.69, 1.99, 5.26], [-0.79, 0.06, 0.15], [0.48, -0.98, -1.11], [-0.30, -0.32, 0.22], [0.57, 0.57, -1.28], [-0.45, -0.31, 0.06], [4.20, -0.31, -3.19], [-1.01, -0.70, -0.11]], "nbo_charge": [-0.7819, -0.9400, -0.9207, -0.9440, 2.3535, -0.0656, 0.1324, 0.1663], "total_charge": -1, "gap_ev": [6.84, 6.88]}

Entry 2:
{"formula": "CH2IOP", "method": "ωB97M-V with the def2-TZVPD basis set", "symbols": ["C", "O", "P", "I", "H", "H"], "coordinates": [[-0.590555, 0.376003, 0.463703], [-2.910282, 2.152878, 0.312718], [-3.758912, 1.191272, -0.324902], [-2.144840, -0.987127, 0.019139], [0.166098, 0.065225, 1.248334], [-0.235854, 0.325713, -0.544305]], "forces_ev_per_angstrom": [[0.07, -0.18, 0.58], [0.84, 1.42, 0.61], [-0.53, -1.65, -0.38], [-0.26, 0.14, 0.45], [-1.25, -0.17, -0.90], [1.14, 0.44, -0.36]], "nbo_charge": [-0.8836, -0.9079, 1.1989, 0.2327, 0.2043, 0.1556], "gap_ev": [5.67, 5.68]}

Going through the records in order, we get energy above the lowest of the compared OMol25 structures with the same formula, charge and spin values of 66.4; 77.7 kcal per mole.
Going through the records in order, we get electronic energy values of -26146.8349; -20502.3918 eV.